ORCA calculation (the ωB97M-V functional and the def2-TZVPD basis) on one molecule with the formula C19H18BrClN6O3 at a distorted geometry.

## Properties
E_HOMO = -8.996 eV
HOMO-LUMO gap = 9.362 eV
Largest force on an atom = 2.68 eV Å⁻¹
SMILES = Cc1nc(Br)n2c1C(=O)N(Cc1nc([C@@H]3CO[C@@H](c4ccc(Cl)cc4)C3)no1)CN2

The geometry in XYZ format:
```
48
C19H18BrClN6O3, DFT the ωB97M-V functional and the def2-TZVPD basis
C -1.841 0.254 5.418
C -0.733 -0.715 5.722
N -0.042 -0.745 6.914
C 0.861 -1.674 6.795
Br 2.119 -2.068 8.157
N 0.791 -2.304 5.565
C -0.223 -1.668 4.892
C -0.422 -2.031 3.481
O -1.489 -1.762 2.928
N 0.561 -2.775 2.794
C 0.468 -2.910 1.332
C 0.869 -1.588 0.685
N 0.188 -1.048 -0.272
C 0.897 0.055 -0.617
C 0.545 0.977 -1.725
C -0.353 2.079 -1.220
O -1.082 2.595 -2.298
C -1.254 1.564 -3.304
C -0.859 2.059 -4.683
C -1.756 1.801 -5.739
C -1.357 2.252 -7.006
C -0.178 2.944 -7.245
Cl 0.185 3.492 -8.860
C 0.716 3.181 -6.151
C 0.368 2.729 -4.899
C -0.369 0.387 -2.859
N 2.021 0.171 0.065
O 1.985 -0.865 1.006
C 1.881 -2.885 3.474
N 1.622 -3.244 4.875
H -2.151 0.151 4.344
H -1.409 1.251 5.580
H -2.711 0.140 6.043
H 1.098 -3.718 0.941
H -0.540 -3.175 1.022
H 1.492 1.373 -2.142
H 0.250 2.856 -0.760
H -1.078 1.723 -0.492
H -2.292 1.229 -3.285
H -2.706 1.326 -5.564
H -2.055 2.050 -7.830
H 1.622 3.757 -6.286
H 1.030 2.950 -4.036
H 0.201 -0.035 -3.665
H -1.027 -0.386 -2.481
H 2.402 -1.904 3.454
H 2.517 -3.673 2.991
H 1.239 -4.172 4.940
```

ORCA calculation (the ωB97M-V functional and the def2-TZVPD basis) on C19H18BrIInN2OPSe2 as an isolated structure.

## Properties
E_HOMO = -14.439 eV
Net charge = +2
HOMO-LUMO gap = 8.354 eV
Largest force on an atom = 0.16 eV Å⁻¹
Relative energy (zero: lowest compared OMol25 entry of this formula, charge and spin) = 0.000 eV

The geometry in XYZ format:
```
46
C19H18BrIInN2OPSe2, DFT the ωB97M-V functional and the def2-TZVPD basis
In 0.393 -0.797 1.379
Se -0.115 1.670 1.171
P -0.117 1.147 -1.004
Se 0.366 -1.038 -1.142
C 1.096 2.110 -1.892
C 0.782 3.449 -2.144
C 1.702 4.251 -2.795
C 2.922 3.721 -3.201
C 3.231 2.392 -2.951
C 2.321 1.581 -2.290
C -1.718 1.479 -1.722
C -1.793 1.515 -3.118
C -3.017 1.721 -3.727
C -4.158 1.898 -2.952
C -4.081 1.862 -1.567
C -2.860 1.646 -0.944
H -0.173 3.861 -1.840
H 1.466 5.288 -2.993
H 3.634 4.350 -3.719
H 4.177 1.984 -3.277
H 2.557 0.542 -2.103
H -0.903 1.390 -3.724
H -3.083 1.751 -4.807
H -5.112 2.070 -3.433
H -4.970 2.010 -0.968
H -2.799 1.626 0.136
N 4.158 -1.884 3.194
C 3.228 -1.823 2.266
O 2.204 -1.114 2.457
C 3.428 -2.597 1.001
I 1.921 -4.101 0.876
H 4.055 -1.348 4.044
H 5.000 -2.421 3.066
H 4.392 -3.090 0.955
H 3.295 -1.940 0.145
Br -3.784 -4.757 4.961
C -2.633 -3.664 3.995
C -2.814 -3.489 2.627
C -1.940 -2.675 1.945
N -0.921 -2.045 2.560
C -0.751 -2.213 3.884
C -1.583 -3.011 4.633
H -3.622 -3.978 2.102
H -2.042 -2.515 0.879
H 0.077 -1.690 4.344
H -1.419 -3.122 5.695
```

ORCA calculation (the ωB97M-V functional and the def2-TZVPD basis) on C19H18Cl2N3O2S3Tl as an isolated structure at a distorted geometry.

## Properties
E_HOMO = -12.687 eV
Net charge = +2
HOMO-LUMO gap = 3.316 eV
Largest force on an atom = 1.52 eV Å⁻¹
Relative energy (zero: lowest compared OMol25 entry of this formula, charge and spin) = 0.383 eV

The geometry in XYZ format:
```
48
C19H18Cl2N3O2S3Tl, DFT the ωB97M-V functional and the def2-TZVPD basis
Tl 0.590 0.432 0.181
C -0.574 2.169 3.341
C -0.811 3.024 2.127
N -0.623 2.664 0.884
C -0.906 3.703 0.001
C -1.304 4.839 0.596
S -1.354 4.638 2.284
C -0.748 3.503 -1.456
C -0.971 4.415 -2.416
S -0.627 3.755 -3.942
C -0.204 2.268 -3.227
N -0.326 2.275 -1.923
C 0.236 1.110 -4.084
H -0.565 1.122 3.047
H -1.343 2.331 4.097
H 0.390 2.406 3.798
H -1.567 5.779 0.127
H -1.299 5.440 -2.302
H 0.341 1.409 -5.125
H -0.493 0.299 -4.026
H 1.192 0.720 -3.732
Cl 1.215 -2.973 -4.658
C 1.397 -3.662 -3.159
C 1.741 -4.958 -3.014
C 1.886 -5.508 -1.713
Cl 2.237 -7.124 -1.632
C 1.764 -4.744 -0.491
C 2.004 -5.273 0.782
C 1.923 -4.435 1.872
C 1.609 -3.097 1.659
N 1.346 -2.590 0.441
C 1.424 -3.395 -0.588
C 1.136 -2.782 -1.938
O 0.725 -1.685 -2.066
H 1.899 -5.582 -3.887
H 2.259 -6.321 0.904
H 2.111 -4.806 2.874
H 1.563 -2.386 2.480
C -0.758 -1.767 4.850
S -1.560 -1.010 3.459
C -2.292 -2.485 2.796
O -0.463 -0.587 2.492
H -0.227 -2.669 4.533
H -1.518 -2.011 5.596
H -0.068 -1.027 5.255
H -2.971 -2.917 3.539
H -1.493 -3.185 2.539
H -2.852 -2.193 1.908
```

ORCA calculation (the ωB97M-V functional and the def2-TZVPD basis) on one molecule with the formula C19H18ClFN6O2S at a distorted geometry.

## Properties
E_HOMO = -7.860 eV
HOMO-LUMO gap = 8.021 eV
Largest force on an atom = 1.94 eV Å⁻¹
SMILES = O=C(CSc1nnnn1-c1ccc(F)cc1)Nc1ccc(N2CCOCC2)c(Cl)c1

The geometry in XYZ format:
```
48
C19H18ClFN6O2S, DFT the ωB97M-V functional and the def2-TZVPD basis
O -0.048 3.945 -0.026
C -0.756 3.095 0.455
C -2.205 3.452 0.801
S -3.367 2.077 1.022
C -3.345 1.440 -0.586
N -2.510 1.831 -1.525
N -2.814 1.133 -2.605
N -3.774 0.345 -2.399
N -4.168 0.486 -1.117
C -5.237 -0.253 -0.597
C -5.456 -0.359 0.771
C -6.527 -1.101 1.235
C -7.356 -1.731 0.324
F -8.395 -2.452 0.779
C -7.143 -1.642 -1.042
C -6.077 -0.897 -1.503
N -0.389 1.839 0.793
C 0.839 1.202 0.583
C 0.957 -0.136 0.942
C 2.152 -0.804 0.774
C 3.278 -0.175 0.237
N 4.478 -0.844 0.019
C 5.672 -0.383 0.708
C 6.898 -0.871 -0.063
O 6.901 -2.277 -0.174
C 5.732 -2.724 -0.817
C 4.470 -2.290 -0.062
C 3.121 1.164 -0.153
Cl 4.410 2.007 -0.941
C 1.936 1.850 0.026
H -2.589 4.108 0.020
H -2.219 3.988 1.753
H -4.800 0.125 1.476
H -6.718 -1.196 2.292
H -7.807 -2.148 -1.724
H -5.877 -0.806 -2.558
H -1.101 1.246 1.204
H 0.111 -0.658 1.366
H 2.218 -1.836 1.080
H 5.679 0.702 0.771
H 5.703 -0.799 1.729
H 7.817 -0.603 0.461
H 6.899 -0.416 -1.064
H 5.801 -3.812 -0.857
H 5.690 -2.321 -1.840
H 3.590 -2.619 -0.617
H 4.474 -2.759 0.936
H 1.853 2.877 -0.288
```

ORCA calculation (the ωB97M-V functional and the def2-TZVPD basis) on one molecule with the formula C19H18ClN3O2 at a distorted geometry.

## Properties
E_HOMO = -8.958 eV
HOMO-LUMO gap = 9.394 eV
Largest force on an atom = 4.10 eV Å⁻¹
SMILES = CC1(C)Oc2ccncc2[C@@H](n2nccc2-c2ccc(Cl)cc2)[C@@H]1O
Relative energy (zero: lowest compared OMol25 entry of this formula, charge and spin) = 2.324 eV

The geometry in XYZ format:
```
43
C19H18ClN3O2, DFT the ωB97M-V functional and the def2-TZVPD basis
C 1.302 -0.961 -4.049
C 0.972 -1.133 -2.520
C -0.317 -1.987 -2.288
O 2.067 -1.799 -1.862
C 2.136 -1.844 -0.522
C 2.901 -2.757 0.106
C 2.991 -2.914 1.515
N 2.313 -2.013 2.214
C 1.449 -1.080 1.643
C 1.394 -0.899 0.215
C 0.479 0.190 -0.425
N 0.512 1.472 0.246
N 1.610 2.398 0.053
C 1.440 3.486 0.752
C 0.103 3.277 1.373
C -0.376 2.028 1.111
C -1.702 1.499 1.662
C -2.005 1.536 3.066
C -3.272 1.123 3.557
C -4.154 0.456 2.604
Cl -5.673 -0.202 3.083
C -3.821 0.314 1.270
C -2.618 0.895 0.826
C 0.772 0.312 -1.941
O -0.224 1.129 -2.593
H 2.090 -1.665 -4.404
H 1.807 0.004 -4.107
H 0.357 -1.100 -4.709
H -1.229 -1.339 -2.552
H -0.307 -2.811 -2.920
H -0.334 -2.462 -1.225
H 3.319 -3.457 -0.543
H 3.735 -3.731 1.845
H 0.958 -0.347 2.257
H -0.536 -0.215 -0.352
H 2.284 4.192 0.958
H -0.323 4.107 1.998
H -1.250 1.982 3.761
H -3.443 0.940 4.607
H -4.476 -0.069 0.504
H -2.229 0.869 -0.174
H 1.736 0.739 -2.042
H -0.441 1.838 -2.001
```

ORCA calculation (the ωB97M-V functional and the def2-TZVPD basis) on one molecule with the formula C19H18F3N5O2S at a distorted geometry.

## Properties
E_HOMO = -8.339 eV
HOMO-LUMO gap = 8.848 eV
Largest force on an atom = 1.91 eV Å⁻¹
SMILES = Cc1csc2ncnc(N3CCN(C(=O)Nc4ccc(OC(F)(F)F)cc4)CC3)c12

The geometry in XYZ format:
```
48
C19H18F3N5O2S, DFT the ωB97M-V functional and the def2-TZVPD basis
C 1.595 -4.897 -1.274
C 2.200 -3.539 -1.449
C 3.483 -3.364 -1.852
S 3.934 -1.724 -2.169
C 2.320 -1.216 -1.808
N 1.898 0.026 -1.997
C 0.618 0.209 -1.789
N -0.238 -0.675 -1.297
C 0.203 -1.895 -0.995
N -0.675 -2.755 -0.370
C -2.069 -2.352 -0.312
C -2.380 -1.645 1.030
N -1.147 -1.248 1.663
C -0.561 -0.010 1.625
O 0.456 0.225 2.242
N -1.258 0.920 0.874
C -0.986 2.280 0.798
C -1.517 2.995 -0.277
C -1.340 4.360 -0.375
C -0.625 5.018 0.611
O -0.480 6.432 0.550
C 0.512 6.867 -0.191
F 0.422 6.525 -1.492
F 1.725 6.432 0.200
F 0.552 8.197 -0.152
C -0.080 4.327 1.679
C -0.265 2.961 1.777
C -0.337 -2.381 2.049
C -0.246 -3.383 0.866
C 1.512 -2.285 -1.364
H 1.991 -5.568 -2.035
H 0.515 -4.850 -1.376
H 1.842 -5.326 -0.303
H 4.212 -4.134 -2.014
H 0.223 1.192 -2.008
H -2.261 -1.699 -1.162
H -2.678 -3.256 -0.412
H -2.874 -2.345 1.714
H -3.042 -0.791 0.898
H -1.728 0.549 0.059
H -2.076 2.474 -1.042
H -1.751 4.912 -1.206
H 0.480 4.859 2.431
H 0.163 2.415 2.600
H -0.773 -2.869 2.928
H 0.647 -1.994 2.317
H 0.779 -3.727 0.770
H -0.896 -4.245 1.038
```